Entry 1:
108
Properties=species:S:1:pos:R:3 method="wB97M-V/def2-TZVPD" gap_ev=9.695 smiles=COCCNCCOC.OCCO.OCCO.OCCO.CCO.CCO.CCO.CCO.CCO.CCO e_homo_ev=-9.29
C 8.4264 -5.2592 3.2042
O 7.2466 -5.3991 2.3692
C 6.0819 -4.9332 2.9649
C 5.0768 -4.5353 1.8569
N 3.8460 -4.0495 2.5277
C 2.9629 -3.4300 1.5404
C 1.5813 -3.1845 2.1365
O 0.7007 -2.5003 1.5788
C 0.1910 -3.1272 0.4058
H 8.1824 -5.4987 4.2675
H 8.7431 -4.2259 3.2219
H 9.2378 -5.9935 2.9639
H 6.2437 -4.1097 3.6588
H 5.7186 -5.7143 3.6341
H 4.9872 -5.3894 1.1931
H 5.4462 -3.6854 1.2928
H 4.0873 -3.3578 3.2680
H 2.7824 -4.1787 0.7474
H 3.3848 -2.5929 0.9553
H 1.7953 -2.6247 3.0905
H 1.1628 -4.1581 2.3820
H -0.2896 -4.0210 0.6472
H 0.8949 -3.3252 -0.4277
H -0.6209 -2.4713 0.0270
C -4.4881 3.4303 -3.8402
C -3.2023 2.8958 -3.5214
O -2.4190 3.9265 -2.8931
H -4.9378 3.7994 -2.9774
H -5.1520 2.6551 -4.3367
H -4.2771 4.2113 -4.5679
H -2.6345 2.5680 -4.3770
H -3.2424 1.9631 -2.8557
H -1.5194 3.9086 -3.2090
C 1.7340 2.4703 -2.1622
C 0.9113 3.5889 -2.6522
O 0.0773 3.3606 -3.7131
H 2.2055 2.8460 -1.2749
H 2.4190 2.1485 -2.9500
H 1.0859 1.5767 -1.8371
H 1.6301 4.3813 -2.8593
H 0.1980 3.9165 -1.8310
H 0.5988 3.3873 -4.5108
C -4.5687 -1.1098 1.3721
C -3.1676 -1.3856 1.0108
O -3.0132 -1.6349 -0.3316
H -4.6963 -0.6591 2.3526
H -5.0860 -2.0677 1.3433
H -5.0382 -0.4124 0.6830
H -2.8309 -2.2470 1.5786
H -2.6021 -0.5101 1.1317
H -2.9525 -2.6221 -0.4704
C 1.1156 4.9086 0.8631
C 1.4889 6.0220 0.0046
O 2.4286 5.7049 -1.0000
H 1.8474 4.7490 1.6163
H 0.9171 3.9989 0.3512
H 0.1648 5.2148 1.3522
H 1.7113 6.9183 0.5662
H 0.5891 6.2528 -0.5253
H 2.5932 6.4565 -1.5774
C -1.6996 2.6364 0.8590
C -1.2513 1.8426 -0.2458
O -0.7157 0.5642 0.0992
H -2.3484 2.0752 1.5118
H -2.1817 3.5392 0.5048
H -0.8268 2.8759 1.4674
H -0.6430 2.3047 -1.0202
H -2.1814 1.6774 -0.6985
H -0.6816 -0.0710 -0.6059
C -1.1489 -0.6821 3.5924
C -0.9425 -1.8436 4.3751
O -1.2336 -2.9304 3.4499
H -0.9215 0.2116 4.2203
H -2.1418 -0.5246 3.2559
H -0.5528 -0.6575 2.7184
H -1.6373 -1.8273 5.1910
H 0.0578 -2.1017 4.7353
H -0.6440 -2.7254 2.7200
C -5.1354 0.1492 -2.4343
C -6.1454 -0.8937 -2.0940
O -7.4548 -0.2896 -2.2300
O -3.8615 -0.4611 -2.5205
H -5.1328 0.9931 -1.7135
H -5.3387 0.5123 -3.4182
H -6.0297 -1.4359 -1.1200
H -5.9431 -1.7333 -2.7427
H -7.4609 0.4115 -1.5753
H -3.5990 -0.6853 -1.6503
C 2.3243 1.4180 1.5486
C 2.5559 0.0569 1.0860
O 3.6642 -0.1650 0.2958
O 1.0694 1.3746 2.1423
H 2.2805 2.1533 0.7520
H 3.1885 1.5950 2.2282
H 1.6742 -0.3098 0.5227
H 2.6944 -0.5542 1.9811
H 4.1648 -0.9745 0.4170
H 0.4456 1.3634 1.3832
C -0.4243 -1.1525 -2.7278
C -0.8480 0.1027 -3.3762
O 0.2465 0.6356 -4.1021
O 0.7290 -0.9451 -1.9696
H -0.2224 -1.9450 -3.5046
H -1.1768 -1.5169 -2.0165
H -1.0133 0.9709 -2.7394
H -1.7002 0.0079 -4.0465
H 0.8648 1.0225 -3.4563
H 1.5210 -0.9151 -2.5073



Entry 2:
14
Properties=species:S:1:pos:R:3 method="wB97M-V/def2-TZVPD" gap_ev=8.744 smiles="[H]/N=N/c1[nH]ccc1N" e_homo_ev=-7.81
C -0.2031 0.6905 -0.2822
C -1.6703 0.6911 0.0101
C -1.9391 -0.6586 -0.0826
C 0.2673 -0.5263 -0.2931
H 1.5792 1.4947 0.0307
H 0.3229 2.4541 0.2754
H -2.2755 1.6250 0.2281
H -2.7586 -1.2587 0.2830
H -0.4277 -2.4801 -0.0548
H 3.2909 -1.0243 0.3331
N 0.6203 1.6884 -0.1930
N -0.8435 -1.4025 -0.1464
N 1.5268 -1.0160 -0.0956
N 2.5105 -0.2772 -0.0127



Entry 3:
18
Properties=species:S:1:pos:R:3 method="wB97M-V/def2-TZVPD" total_charge=+1 gap_ev=9.759 e_homo_ev=-14.90
C -2.6449 -1.0953 0.5234
C -1.6746 0.0200 -0.0202
C -0.2991 -0.3338 -0.3321
C 1.7418 0.7980 -1.0720
N 0.6361 0.7853 -0.3204
H -3.4750 -0.9144 1.1921
H -1.9620 -1.8475 0.8850
H -3.2750 -1.5877 -0.3282
H -1.7327 0.8367 0.6516
H -2.1715 0.5482 -0.8227
H -0.2928 -0.9147 -1.3191
H 0.0727 -1.1388 0.3389
H 2.2354 -0.0532 -1.5299
H 2.1957 1.6703 -1.3658
H 0.4396 1.5091 0.3719
H 3.4891 -0.1598 0.9663
H 3.3471 1.2256 1.4866
O 3.3699 0.6519 0.6946



Entry 4:
20
Properties=species:S:1:pos:R:3 method="wB97M-V/def2-TZVPD" gap_ev=10.494 smiles=CN[C@@H](C)CO.O e_homo_ev=-9.85
C 1.2532 -0.0221 -1.4886
N 0.2150 0.5828 -0.5478
C -0.9773 0.5009 1.5333
C -0.3045 -0.3567 0.4798
C -1.3093 -1.3972 -0.0902
O -1.9489 -0.8534 -1.3148
H 1.8766 -0.8267 -1.1173
H 0.7947 -0.3516 -2.4253
H 1.8462 0.8362 -1.8076
H -0.4695 0.5202 -1.2960
H -1.2652 -0.0995 2.4041
H -0.2836 1.2497 1.8927
H -1.9328 0.9124 1.2057
H 0.6037 -0.8361 0.8591
H -2.1299 -1.5431 0.6065
H -0.8379 -2.3081 -0.4597
H -1.2633 -1.1252 -1.9374
H 1.4089 1.5962 0.6645
H 2.7517 1.4956 1.5112
O 1.9723 2.0256 1.3281



Entry 5:
11
Properties=species:S:1:pos:R:3 method="wB97M-V/def2-TZVPD" gap_ev=10.437 smiles=C#C[C@H]1N[C@H]1C#N e_homo_ev=-9.81
C -0.6058 -0.5611 2.0476
C -0.4966 0.3524 1.2637
C -0.7190 0.7333 -0.1240
N 0.0495 1.2383 -1.2535
C 0.0614 -0.1983 -0.9878
C 1.3411 -0.6826 -0.4915
N 2.4210 -0.9885 -0.2077
H -0.7122 -1.4313 2.6560
H -1.7770 0.8485 -0.3457
H 0.9636 1.6363 -1.0559
H -0.5259 -0.9470 -1.5013



Entry 6:
13
Properties=species:S:1:pos:R:3 method="wB97M-V/def2-TZVPD" gap_ev=9.401 e_homo_ev=-9.48
O -2.1253 0.6472 -1.9283
C -1.5898 -0.0097 -1.0751
C -1.0126 0.5668 0.2048
O -0.6487 -0.4401 1.1592
C 0.6831 0.0875 1.0771
C 1.4674 -0.5618 -0.0902
C 0.3580 1.2486 0.2025
H -1.4672 -1.1114 -1.1504
H -1.7053 1.3142 0.6192
H 1.2228 0.1218 2.0268
H 2.5407 -0.4803 0.0744
H 1.1347 -1.5918 -0.2157
H 1.2739 -0.0068 -1.0297